A structure of composition C33H35OSiW in a non-equilibrium geometry. Source: OMol25; level of theory: ωB97M-V with the def2-TZVPD basis set.

XYZ file:
```
71
C33H35OSiW, DFT ωB97M-V with the def2-TZVPD basis set
W 0.005 0.082 0.763
C 1.995 0.239 1.553
C 2.273 -0.656 0.453
C 2.171 0.090 -0.752
H 2.594 -1.690 0.544
C 1.714 1.398 -0.439
C 1.626 1.519 0.991
H 1.464 2.436 1.551
H 2.313 0.075 2.578
H 2.516 -0.240 -1.731
H 1.616 2.218 -1.151
C -2.180 0.111 1.082
C -1.534 1.340 1.496
C -1.140 2.033 0.287
H -1.535 1.746 2.500
C -1.630 1.288 -0.830
C -2.253 0.103 -0.354
H -2.749 -0.660 -0.955
H -2.719 -0.565 1.728
H -0.727 3.032 0.245
H -1.663 1.648 -1.854
O -0.168 -1.058 -2.118
C -0.226 -0.688 -3.527
C 0.494 -2.004 -3.945
C 0.542 0.582 -3.785
C -1.684 -0.597 -3.946
C 0.417 -2.344 -2.459
H 1.524 -1.862 -4.297
H -0.104 -2.656 -4.588
H -0.294 -3.141 -2.214
H 1.378 -2.472 -1.948
H 0.537 0.820 -4.855
H 1.579 0.487 -3.455
H 0.081 1.414 -3.242
H -1.785 -0.810 -5.018
H -2.056 0.417 -3.753
H -2.288 -1.318 -3.381
C -1.213 1.395 6.315
C -0.128 1.632 5.468
C 0.148 0.760 4.411
C -0.655 -0.375 4.171
C -1.720 -0.611 5.044
C -2.010 0.271 6.091
Si -0.306 -1.602 2.737
C 1.325 -2.431 3.210
C 1.939 -3.370 2.363
C 3.110 -4.030 2.759
C 3.689 -3.748 4.005
C 3.091 -2.804 4.843
C 1.909 -2.161 4.455
C -1.592 -2.995 2.897
C -1.169 -4.329 3.006
C -2.065 -5.375 3.277
C -3.435 -5.122 3.413
C -3.886 -3.808 3.256
C -2.985 -2.768 3.008
H -1.429 2.074 7.144
H 0.508 2.508 5.628
H 1.018 0.991 3.790
H -2.347 -1.494 4.925
H -2.868 0.072 6.736
H 1.499 -3.602 1.388
H 3.575 -4.759 2.093
H 4.606 -4.257 4.314
H 3.545 -2.555 5.805
H 1.453 -1.443 5.136
H -0.118 -4.589 2.884
H -1.697 -6.399 3.373
H -4.135 -5.934 3.634
H -4.956 -3.594 3.336
H -3.414 -1.767 2.939
```

The HOMO energy (alpha / beta) comes out at -0.027 / -0.076 hartree. The spin multiplicity is 3. The net charge is -1. As for the HOMO-LUMO gap (alpha / beta): 3.487 / 4.783 eV. Its expectation value of S² is 2.015. For the total energy, the calculation gives -46536.227 eV. The value obtained for the energy relative to the best compared isomer or geometry (same formula, charge and spin) is 0.0 kcal/mol.

A structure of composition C33H36BBrN8OTm in a non-equilibrium geometry. Source: OMol25; level of theory: ωB97M-V with the def2-TZVPD basis set.

XYZ file:
```
81
C33H36BBrN8OTm, DFT ωB97M-V with the def2-TZVPD basis set
Tm 0.047 0.019 -1.448
C 2.320 2.672 1.582
C 0.986 2.981 2.130
N 0.027 2.303 1.228
N 0.789 1.769 0.136
C 2.158 1.924 0.491
B 0.537 2.642 -1.207
N 1.034 1.709 -2.271
C 1.018 1.986 -3.576
C 1.260 1.054 -4.567
C 1.348 -0.337 -4.275
N 0.737 -0.837 -3.231
N -1.023 2.740 -1.388
C -1.825 3.805 -1.365
C -3.073 3.425 -1.837
C -2.929 2.068 -2.129
N -1.691 1.666 -1.853
H 3.252 2.950 2.046
H 0.744 3.960 2.528
H 2.913 1.519 -0.167
H 0.988 3.760 -1.120
H 0.871 3.025 -3.891
H 1.448 1.389 -5.579
H 1.921 -1.003 -4.919
H -1.475 4.761 -1.013
H -3.948 4.040 -1.957
H -3.652 1.371 -2.523
Br 0.602 -1.332 0.951
C 1.442 -0.539 2.560
C 2.436 -1.341 3.091
C 2.987 -0.943 4.314
C 2.448 0.106 5.015
C 1.343 0.848 4.512
C 0.572 1.711 5.296
C -0.672 2.172 4.800
C -0.964 2.092 3.475
C 0.177 1.765 2.584
C 0.965 0.621 3.129
H 2.769 -2.234 2.581
H 3.819 -1.505 4.721
H 2.832 0.365 5.995
H 0.836 1.854 6.337
H -1.408 2.566 5.494
H -1.891 2.455 3.046
C 3.491 -0.953 -1.766
C 3.395 -2.224 -2.563
C 4.546 -2.961 -2.807
C 4.501 -4.190 -3.449
C 3.274 -4.694 -3.850
C 2.104 -3.981 -3.634
C 0.775 -4.519 -4.096
C 2.144 -2.727 -2.993
N 0.927 -2.090 -2.722
H 4.522 -0.774 -1.461
H 2.886 -1.045 -0.856
H 3.141 -0.082 -2.321
H 5.498 -2.566 -2.466
H 5.414 -4.747 -3.622
H 3.228 -5.656 -4.350
H 0.912 -5.285 -4.862
H 0.167 -3.709 -4.496
H 0.221 -4.951 -3.259
O -2.005 -1.078 -0.800
C -2.651 -0.938 0.250
C -2.548 0.294 1.104
C -3.881 1.043 1.249
C -4.775 0.487 2.355
C -5.306 -0.915 2.061
C -4.197 -1.958 1.914
N -3.500 -1.903 0.635
H -1.820 0.953 0.637
H -2.157 0.043 2.096
H -4.413 1.032 0.293
H -3.653 2.086 1.470
H -5.619 1.163 2.513
H -4.203 0.463 3.288
H -5.905 -0.907 1.146
H -5.961 -1.228 2.879
H -4.627 -2.954 1.999
H -3.473 -1.840 2.726
H -3.528 -2.713 0.038
```

The HOMO energy comes out at -0.106 hartree. The spin multiplicity is 3. The net charge is -1. As for the HOMO-LUMO gap: 5.165 eV. Its expectation value of S² is 2.002. For the total energy, the calculation gives -149024.274 eV. The value obtained for the energy relative to the best compared isomer or geometry (same formula, charge and spin) is 99.8 kcal/mol.

A structure of composition C33H36IMnN2O2PS. Source: OMol25; level of theory: ωB97M-V with the def2-TZVPD basis set.

XYZ file:
```
77
C33H36IMnN2O2PS, DFT ωB97M-V with the def2-TZVPD basis set
Mn -0.832 -0.821 -1.583
C 4.740 -0.632 -0.683
C 4.371 -0.115 -2.069
N 3.397 0.989 -2.031
C 3.952 2.365 -1.997
C 3.989 2.997 -0.613
C 2.082 0.785 -1.994
S 1.505 -0.855 -2.136
N 1.344 1.912 -1.909
C 0.067 1.967 -1.680
O -0.738 0.985 -1.434
C -0.590 3.292 -1.658
C 0.170 4.459 -1.675
C -0.458 5.693 -1.619
C -1.845 5.766 -1.554
C -2.606 4.603 -1.548
C -1.981 3.366 -1.599
H 5.422 -1.482 -0.772
H 3.844 -0.963 -0.150
H 5.235 0.137 -0.089
H 3.969 -0.918 -2.675
H 5.250 0.265 -2.582
H 3.366 2.978 -2.671
H 4.958 2.288 -2.403
H 2.988 3.043 -0.185
H 4.382 4.015 -0.689
H 4.636 2.437 0.067
H 1.250 4.387 -1.719
H 0.135 6.601 -1.623
H -2.333 6.731 -1.515
H -3.687 4.661 -1.507
H -2.565 2.454 -1.604
C 1.380 2.617 2.617
C 0.122 2.840 2.071
C -0.618 1.777 1.574
C -0.098 0.483 1.607
C 1.169 0.266 2.143
C 1.900 1.331 2.654
P -1.085 -0.848 0.858
C -0.528 -2.422 1.575
C 0.651 -2.993 1.083
C 1.100 -4.210 1.576
C 0.367 -4.878 2.552
C -0.814 -4.327 3.028
C -1.262 -3.103 2.544
C -2.771 -0.572 1.431
C -3.034 -0.217 2.756
C -4.342 -0.019 3.169
C -5.388 -0.166 2.263
C -5.131 -0.510 0.944
C -3.821 -0.712 0.525
H 1.955 3.446 3.013
H -0.286 3.844 2.032
H -1.602 1.959 1.158
H 1.577 -0.734 2.200
H 2.878 1.152 3.085
H 1.214 -2.489 0.304
H 2.020 -4.640 1.197
H 0.715 -5.830 2.935
H -1.394 -4.852 3.779
H -2.192 -2.689 2.916
H -2.217 -0.082 3.457
H -4.546 0.259 4.196
H -6.409 0.000 2.589
H -5.946 -0.611 0.237
H -3.620 -0.961 -0.510
I -2.566 -0.766 -3.481
C 0.083 -4.661 -2.400
C -1.030 -3.943 -1.720
C -2.264 -4.632 -1.271
O -0.938 -2.734 -1.550
H -0.130 -5.717 -2.548
H 0.986 -4.546 -1.792
H 0.278 -4.174 -3.358
H -2.138 -5.709 -1.198
H -3.036 -4.409 -2.020
H -2.603 -4.209 -0.324
```

The HOMO energy (alpha / beta) comes out at -0.399 / -0.411 hartree. The spin multiplicity is 5. The net charge is +1. As for the HOMO-LUMO gap (alpha / beta): 6.686 / 7.694 eV. Its expectation value of S² is 6.069. For the total energy, the calculation gives -101423.538 eV. The value obtained for the energy relative to the best compared isomer or geometry (same formula, charge and spin) is 7.5 kcal/mol.